Entry 1:
Density functional theory data (ωB97M-V with the def2-TZVPD basis set) for C4H5AgO5 as an isolated structure.

Properties
highest occupied orbital energy = -5.8641 eV
HOMO-LUMO gap = 2.22 eV
largest force on an atom = 0.05773 Eh/bohr
electronic energy = -18459.7772 eV
multiplicity = 1

Positions of all 15 atoms, in Å:
O: 0.21553 0.97161 -1.68218
C: 1.45216 0.61765 -1.79224
C: -0.36952 0.07703 -0.19190
O: 2.29265 1.30000 -2.37941
O: 1.82735 -0.36425 -0.98661
C: 1.00389 -0.49710 0.17795
Ag: 1.47359 2.94484 -4.23866
H: -0.94862 -0.62733 -0.80070
H: -0.55285 1.02359 0.33001
H: 0.95310 -1.56663 0.40980
H: 1.46748 0.06085 0.99777
O: -2.56214 -1.06613 3.34357
C: -2.13880 -0.16186 2.41952
O: -1.69097 -0.73983 1.38682
H: -2.42286 -1.97244 3.00629

Atom charges from the Löwdin analysis, given in e for atoms 1 to 5: atom 1 (O): -0.0127, atom 2 (C): -0.7064, atom 3 (C): 0.0687, atom 4 (O): -0.0062, atom 5 (O): 0.0416

=====

Entry 2:
Density functional theory data (ωB97M-V with the def2-TZVPD basis set) for one molecule with the formula C4H5BO3S.

Properties
highest occupied orbital energy = -8.7548 eV
structure (SMILES) = O=C1C=CS[C@@H]1B(O)O
HOMO-LUMO gap = 9.00 eV
largest force on an atom = 0.06480 Eh/bohr
electronic energy = -21884.9894 eV
multiplicity = 1

Positions of all 14 atoms, in Å:
O: 0.92673 -1.73461 0.94151
C: 0.74827 -0.99910 0.00080
C: 1.62223 -0.59674 -1.06175
C: 1.08620 0.25038 -1.94806
S: -0.63172 0.59245 -1.82161
C: -0.75607 -0.29244 -0.20645
B: -1.15566 0.61142 1.07871
O: -1.54228 1.88179 0.94973
O: -0.97076 -0.03673 2.28432
H: 2.71128 -0.90277 -1.03005
H: 1.41388 0.80365 -2.74097
H: -1.43781 -1.12213 -0.61118
H: -1.42284 2.42272 1.69377
H: -0.59146 -0.87790 2.47124

Atom charges from the Löwdin analysis, given in e for atoms 1 to 5: atom 1 (O): 0.0713, atom 2 (C): -0.4027, atom 3 (C): -0.1060, atom 4 (C): -0.3583, atom 5 (S): 0.9473

=====

Entry 3:
Density functional theory data (ωB97M-V with the def2-TZVPD basis set) for a 2-piece molecular cluster, C4H5BS overall.

Properties
highest occupied orbital energy (alpha / beta) = -7.9815 / -9.1336 eV
HOMO-LUMO gap (alpha / beta) = 6.91 / 9.03 eV
largest force on an atom = 0.07143 Eh/bohr
electronic energy = -15733.2761 eV
multiplicity = 1

Positions of all 11 atoms, in Å:
B: 3.66107 0.04626 0.04572
C: -2.06940 0.52185 0.00607
C: -0.82683 0.72549 -0.63932
C: -2.19085 -0.74123 0.53053
C: 0.02309 -0.33198 -0.49222
S: -0.80451 -1.71884 0.23386
H: 4.37117 0.92123 0.14358
H: 3.78338 -1.06756 0.29068
H: -2.70878 1.27828 -0.20043
H: -0.25743 1.64868 -0.89155
H: -2.98093 -1.28218 0.97308

Atom charges from the Löwdin analysis, given in e for atoms 1 to 5: atom 1 (B): 0.2442, atom 2 (C): -0.1994, atom 3 (C): -0.2554, atom 4 (C): -0.4308, atom 5 (C): -0.2836

=====

Entry 4:
Density functional theory data (ωB97M-V with the def2-TZVPD basis set) for a 2-piece molecular cluster, C4H5BrCl4 overall.

Properties
highest occupied orbital energy (alpha / beta) = -8.3322 / -8.0401 eV
HOMO-LUMO gap (alpha / beta) = 8.20 / 7.45 eV
largest force on an atom = 0.05873 Eh/bohr
electronic energy = -124357.9098 eV
multiplicity = 1

Positions of all 14 atoms, in Å:
C: -2.22168 -0.05639 0.31759
C: -0.83480 -0.44305 -0.18398
C: 0.11834 0.72398 -0.13626
C: 2.64632 -0.24338 -0.05167
Cl: 0.31921 1.53975 1.39609
Cl: 0.41167 1.58904 -1.56458
Cl: 3.27436 0.35184 1.39429
Cl: 3.24672 0.48297 -1.51427
Br: 2.21854 -2.09741 -0.09777
H: -2.72390 -0.93380 0.81202
H: -2.70060 0.30420 -0.57508
H: -2.34867 0.70901 1.18204
H: -1.00684 -0.66289 -1.22931
H: -0.39868 -1.26386 0.25088

Atom charges from the Löwdin analysis, given in e for atoms 1 to 5: atom 1 (C): -0.1231, atom 2 (C): -0.3697, atom 3 (C): -1.1343, atom 4 (C): -1.6962, atom 5 (Cl): 0.6077

=====

What did the first record say?
Density functional theory data (ωB97M-V with the def2-TZVPD basis set) for C4H5AgO5 as an isolated structure.

Properties
highest occupied orbital energy = -5.8641 eV
HOMO-LUMO gap = 2.22 eV
largest force on an atom = 0.05773 Eh/bohr
electronic energy = -18459.7772 eV
multiplicity = 1

Positions of all 15 atoms, in Å:
O: 0.21553 0.97161 -1.68218
C: 1.45216 0.61765 -1.79224
C: -0.36952 0.07703 -0.19190
O: 2.29265 1.30000 -2.37941
O: 1.82735 -0.36425 -0.98661
C: 1.00389 -0.49710 0.17795
Ag: 1.47359 2.94484 -4.23866
H: -0.94862 -0.62733 -0.80070
H: -0.55285 1.02359 0.33001
H: 0.95310 -1.56663 0.40980
H: 1.46748 0.06085 0.99777
O: -2.56214 -1.06613 3.34357
C: -2.13880 -0.16186 2.41952
O: -1.69097 -0.73983 1.38682
H: -2.42286 -1.97244 3.00629

Atom charges from the Löwdin analysis, given in e for atoms 1 to 5: atom 1 (O): -0.0127, atom 2 (C): -0.7064, atom 3 (C): 0.0687, atom 4 (O): -0.0062, atom 5 (O): 0.0416